1.
DFT (the ωB97M-V functional and the def2-TZVPD basis) results for a structure of composition C40H86AlN5O7P in a non-equilibrium geometry.

Computed properties:
Frontier orbital gap ... 5.0 eV
Largest force on an atom ... 0.027 hartree/bohr
Net charge ... -1
Spin multiplicity ... 1

Structure (XYZ):
```
140
Properties=species:S:1:pos:R:3:forces:R:3
C 6.798 2.222 -0.330 -0.28 -0.56 0.34
C 6.101 1.242 0.275 -0.08 0.21 -0.73
Al 4.144 0.828 -0.231 0.85 -0.83 0.54
C 4.246 -0.509 -1.750 -0.43 0.08 -0.48
C 3.371 -0.473 -3.022 0.18 -0.60 0.15
C 1.867 -0.201 -2.859 0.20 -0.15 -0.61
C 0.953 -1.201 -3.591 -0.20 1.11 0.06
C -0.407 -0.537 -3.857 0.21 -0.53 0.33
C -1.407 -1.406 -4.641 -0.25 0.58 -0.24
C -2.709 -1.795 -3.921 0.38 0.11 -0.02
C -3.322 -0.688 -3.057 -0.09 0.03 -0.37
C -3.308 0.721 -3.678 -0.27 0.27 0.51
C -3.000 1.770 -2.605 -0.05 -0.04 -0.03
C -4.195 2.090 -1.698 0.22 0.11 -0.07
C -4.878 3.417 -2.041 -0.07 -0.10 0.43
C -4.198 4.623 -1.369 -0.50 -0.23 -0.31
C 3.509 -0.155 1.453 -0.28 0.37 -0.64
C 2.002 -0.176 1.758 0.96 -0.56 0.82
C 1.631 -1.332 2.709 -0.22 0.38 -0.34
C 1.581 -2.722 2.044 -0.38 0.58 0.64
C 0.306 -3.470 2.396 0.62 -0.34 0.11
O -0.885 -2.759 2.001 0.10 -0.09 -0.45
C -1.233 -3.014 0.701 -0.56 -0.77 -0.26
C -0.914 -1.900 -0.255 -0.18 -0.35 -0.05
O -1.738 -4.065 0.355 0.59 1.02 0.49
P 3.265 3.002 -0.536 0.08 0.33 -0.15
C 2.156 3.332 0.933 -0.02 0.35 -0.65
C 2.024 3.219 -1.919 -0.50 0.65 0.54
C 0.576 2.798 -1.629 0.02 -0.45 -0.50
H 6.417 2.650 -1.254 -0.08 0.45 0.22
H 7.728 2.643 0.054 0.24 -0.23 -0.22
H 6.617 0.711 1.081 -0.08 0.34 0.34
H 4.117 -1.503 -1.299 -0.08 0.00 0.21
H 5.283 -0.518 -2.101 0.14 0.10 0.13
H 3.454 -1.444 -3.528 0.09 -0.04 -0.09
H 3.803 0.238 -3.730 -0.08 0.19 0.00
H 1.658 0.743 -3.356 -0.11 0.39 0.31
H 1.596 -0.103 -1.808 -0.08 0.02 0.13
H 1.405 -1.393 -4.565 0.11 -0.49 0.03
H 0.818 -2.110 -3.006 0.13 -0.32 -0.20
H -0.246 0.390 -4.404 0.11 0.10 -0.01
H -0.790 -0.231 -2.881 -0.26 0.00 0.00
H -0.904 -2.286 -5.044 -0.01 -0.21 0.16
H -1.704 -0.838 -5.526 0.05 0.02 -0.08
H -2.509 -2.673 -3.304 -0.25 -0.10 0.09
H -3.445 -2.063 -4.681 0.01 -0.29 -0.04
H -4.356 -0.967 -2.847 -0.03 -0.09 0.18
H -2.818 -0.642 -2.094 0.06 0.00 0.09
H -2.600 0.836 -4.490 0.09 -0.17 -0.04
H -4.303 0.953 -4.074 -0.01 -0.05 -0.25
H -2.635 2.690 -3.067 0.01 0.07 -0.05
H -2.170 1.406 -1.999 0.13 0.02 0.01
H -4.932 1.285 -1.722 0.04 -0.16 -0.11
H -3.833 2.155 -0.672 -0.14 0.02 0.14
H -5.909 3.362 -1.682 -0.09 0.06 -0.02
H -4.936 3.557 -3.124 -0.04 -0.07 -0.10
H -3.487 5.107 -2.034 0.21 0.04 0.09
H -4.969 5.345 -1.098 0.12 0.24 0.01
H -3.705 4.294 -0.460 0.18 0.14 0.06
H 3.871 -1.182 1.306 0.04 -0.08 -0.02
H 4.049 0.235 2.321 0.02 0.00 0.12
H 1.763 0.730 2.312 -0.24 0.31 -0.40
H 1.431 -0.236 0.830 -0.31 0.10 0.03
H 0.682 -1.073 3.187 -0.20 -0.31 -0.03
H 2.379 -1.337 3.503 0.05 0.02 0.11
H 1.700 -2.612 0.967 0.14 -0.16 -0.13
H 2.391 -3.313 2.463 0.12 -0.29 -0.41
H 0.293 -3.604 3.474 -0.35 0.07 0.10
H 0.307 -4.464 1.951 -0.15 -0.07 -0.03
H -0.926 -0.924 0.217 0.04 0.07 0.04
H 0.085 -2.109 -0.642 0.18 0.17 0.08
H -1.582 -1.956 -1.107 -0.12 0.07 -0.03
H 1.310 2.654 1.003 0.02 -0.16 0.24
H 2.749 3.345 1.843 0.02 -0.18 0.13
H 1.749 4.336 0.786 -0.03 0.10 0.15
H 1.983 4.303 -2.071 0.14 0.06 -0.16
H 2.396 2.822 -2.860 0.15 -0.32 0.06
H 0.520 1.924 -0.982 0.00 -0.05 0.13
H 0.065 2.519 -2.552 -0.08 0.04 -0.12
H -0.008 3.600 -1.183 0.05 0.02 0.22
C -4.231 2.338 2.727 -0.05 0.00 0.04
C -3.030 3.191 2.403 0.01 -0.05 -0.06
O -2.537 3.206 1.288 0.05 0.02 -0.07
N -2.507 3.958 3.399 -0.14 -0.05 0.03
C -2.958 4.071 4.770 0.28 0.14 -0.18
H -4.516 1.797 1.830 0.04 0.03 -0.05
H -3.997 1.618 3.512 -0.05 0.04 0.05
H -5.071 2.963 3.037 -0.03 -0.06 0.04
H -1.707 4.498 3.111 0.04 -0.02 0.00
H -3.230 5.105 4.991 -0.08 -0.04 0.08
H -2.159 3.771 5.452 -0.08 -0.03 0.08
H -3.821 3.439 4.945 -0.02 -0.02 -0.03
C 4.292 -6.994 3.985 -0.13 0.13 -0.14
C 3.654 -5.630 4.063 0.01 0.16 -0.08
O 2.474 -5.433 3.828 -0.08 -0.15 0.05
N 4.460 -4.586 4.410 0.03 -0.16 0.07
C 5.874 -4.613 4.718 -0.22 0.27 -0.03
H 3.535 -7.719 3.700 -0.06 0.05 0.00
H 5.084 -7.000 3.234 0.05 -0.03 0.06
H 4.700 -7.286 4.949 0.09 -0.08 0.00
H 3.982 -3.699 4.442 0.02 0.03 -0.04
H 6.045 -4.243 5.732 0.10 -0.05 0.00
H 6.421 -3.972 4.023 0.10 -0.05 0.02
H 6.264 -5.623 4.640 -0.02 -0.02 -0.02
C 7.298 -10.539 6.225 -0.04 -0.02 -0.02
C 6.647 -9.181 6.327 -0.07 0.07 -0.01
O 5.459 -9.014 6.109 0.08 -0.14 0.12
N 7.439 -8.130 6.672 0.08 -0.14 -0.02
C 8.861 -8.132 6.962 -0.24 0.27 -0.01
H 6.539 -11.263 5.943 -0.06 0.05 -0.01
H 8.081 -10.536 5.467 0.06 -0.03 0.06
H 7.726 -10.835 7.184 0.08 -0.01 -0.04
H 6.945 -7.253 6.726 0.00 0.02 0.02
H 9.035 -7.773 7.978 0.10 -0.06 0.01
H 9.384 -7.472 6.268 0.10 -0.06 0.01
H 9.272 -9.131 6.870 -0.01 -0.03 -0.01
C -8.779 3.048 0.105 0.02 -0.02 0.02
C -8.185 4.294 0.719 0.10 -0.02 -0.02
O -7.285 4.245 1.536 0.01 -0.02 0.10
N -8.692 5.493 0.317 -0.10 -0.12 -0.05
C -9.750 5.744 -0.641 0.22 0.22 0.20
H -8.270 2.184 0.522 0.05 0.04 0.04
H -9.843 2.973 0.334 -0.02 0.00 -0.09
H -8.641 3.047 -0.977 -0.08 -0.01 -0.01
H -8.251 6.283 0.759 0.02 0.02 -0.01
H -9.371 6.351 -1.466 -0.08 -0.05 -0.07
H -10.569 6.285 -0.162 -0.08 -0.04 -0.08
H -10.136 4.814 -1.043 0.01 -0.03 0.00
C -0.774 3.862 -7.344 0.02 -0.03 0.00
C -1.617 3.534 -6.134 -0.04 0.00 0.13
O -1.379 2.583 -5.415 0.16 -0.04 -0.14
N -2.673 4.351 -5.860 0.03 0.04 -0.15
C -3.113 5.525 -6.585 -0.12 -0.17 0.31
H 0.018 3.124 -7.420 -0.02 -0.04 0.07
H -1.375 3.829 -8.255 0.02 0.09 -0.02
H -0.324 4.850 -7.244 -0.04 0.02 -0.07
H -3.188 4.075 -5.037 0.01 0.01 0.03
H -3.088 6.399 -5.932 0.01 0.07 -0.09
H -4.138 5.386 -6.935 0.02 0.08 -0.09
H -2.475 5.712 -7.442 0.03 -0.02 -0.01
```
Positions in Å, forces in eV/Å.

=====

2.
DFT (the ωB97M-V functional and the def2-TZVPD basis) results for a cluster of 10 separate species, C40H87F3O20 in total in a non-equilibrium geometry.

Computed properties:
Frontier orbital gap ... 9.5 eV
Structure (SMILES) ... CCOC(=O)C(F)(F)F.O=C1CCCO1.O=C1CCCO1.COCCOC.COCCOC.COCCOC.COCCOC.COCCOC.COCCOC.COCCOC
Largest force on an atom ... 0.080 hartree/bohr
Net charge ... 0
Spin multiplicity ... 1

Structure (XYZ):
```
150
Properties=species:S:1:pos:R:3:forces:R:3
C -1.067 6.639 3.860 -0.04 1.30 0.36
O -2.200 7.301 4.453 0.92 -0.53 0.94
C -3.340 6.905 3.778 -1.24 -0.50 -0.47
C -4.685 7.495 4.335 1.21 -0.10 -1.28
O -5.474 7.941 3.226 -0.82 0.00 0.09
C -6.441 6.953 2.817 0.86 0.06 0.20
H -1.357 5.737 3.321 0.11 -0.06 0.13
H -0.308 6.449 4.619 -0.26 -0.23 0.14
H -0.623 7.370 3.184 0.11 -0.22 -0.45
H -3.393 5.816 3.773 -0.13 -0.39 0.12
H -3.185 7.174 2.733 -0.66 0.33 -0.35
H -4.379 8.328 4.968 -0.44 0.23 -0.05
H -5.263 6.766 4.904 0.21 -0.04 0.22
H -6.993 7.211 1.913 0.34 0.66 0.06
H -7.180 6.782 3.600 0.06 -0.16 0.18
H -5.890 6.045 2.574 -0.22 -0.38 0.15
C 2.877 -7.752 -6.246 1.62 1.04 1.65
O 1.723 -8.427 -5.921 -1.84 -1.04 -2.38
C 1.254 -9.199 -7.073 -0.26 -0.41 1.88
C 0.086 -10.050 -6.608 -0.31 1.06 -0.82
O -1.158 -9.336 -6.601 -0.79 0.46 0.20
C -1.478 -8.527 -5.467 1.32 -0.33 2.11
H 2.836 -6.755 -5.808 -0.16 0.28 -0.09
H 3.176 -7.616 -7.285 -0.37 -0.49 -0.17
H 3.640 -8.254 -5.652 0.82 0.01 -0.52
H 1.997 -9.933 -7.388 0.60 0.13 0.05
H 1.001 -8.592 -7.943 -0.12 0.34 0.19
H 0.341 -10.554 -5.676 -0.21 0.15 0.24
H -0.006 -10.801 -7.393 -0.45 -0.19 0.13
H -0.571 -8.298 -4.907 0.33 0.04 -0.15
H -2.097 -8.979 -4.692 -0.22 -1.21 -0.30
H -1.985 -7.563 -5.468 0.04 0.18 -1.99
C -0.059 -3.113 -1.796 0.33 -1.00 0.83
O 0.481 -2.546 -0.599 -0.69 0.37 -0.80
C 0.938 -1.177 -0.767 0.37 -2.57 0.29
C 1.970 -1.010 0.393 -1.40 1.99 -1.17
O 2.691 0.189 0.135 0.63 -0.15 0.26
C 1.934 1.376 0.292 0.15 -0.81 -0.21
H 0.790 -3.404 -2.414 -0.21 0.26 -0.60
H -0.869 -2.611 -2.325 0.42 1.03 -0.03
H -0.579 -4.036 -1.537 0.30 -0.24 0.46
H 0.019 -0.597 -0.846 0.33 0.68 0.55
H 1.476 -1.091 -1.712 0.15 0.09 -0.17
H 2.689 -1.829 0.425 -0.33 0.02 -0.05
H 1.397 -0.880 1.311 0.19 -0.43 0.42
H 2.584 2.180 -0.053 -0.29 0.10 0.16
H 1.627 1.496 1.331 0.08 0.24 0.22
H 1.025 1.303 -0.306 -0.06 0.41 -0.17
C 8.770 -0.095 2.173 0.45 -0.63 -0.06
O 10.018 0.190 1.524 -0.14 -0.59 0.42
C 10.685 1.392 1.932 -1.73 -0.15 -1.59
C 10.885 1.561 3.406 1.41 -1.86 0.16
O 11.085 2.869 3.775 0.66 1.56 0.51
C 12.350 3.466 3.434 -0.58 0.38 -0.44
H 8.268 -0.930 1.684 0.37 0.08 -0.62
H 8.036 0.711 2.174 0.30 0.46 0.10
H 8.932 -0.507 3.169 0.02 0.47 0.35
H 10.092 2.166 1.444 -0.18 0.78 0.63
H 11.627 1.449 1.385 0.12 -0.49 0.13
H 11.747 0.929 3.618 0.85 0.13 0.16
H 10.212 1.014 4.067 -0.99 0.86 -0.25
H 13.156 3.326 4.155 -0.22 -0.48 0.27
H 12.196 4.542 3.350 -0.27 0.01 0.29
H 12.715 3.204 2.441 -0.08 -0.51 -0.04
C -3.465 -3.868 7.660 -0.09 0.44 0.26
O -2.533 -3.779 6.562 -1.67 0.46 -0.14
C -3.051 -2.989 5.435 0.53 -0.06 0.99
C -3.086 -1.489 5.722 2.03 0.62 0.86
O -1.742 -0.901 5.427 -1.31 0.50 -0.60
C -1.521 0.456 5.974 -1.49 -2.28 0.11
H -3.830 -2.914 8.041 0.56 0.62 -0.13
H -3.032 -4.367 8.527 0.54 -0.06 -0.39
H -4.431 -4.354 7.517 0.12 -0.67 -1.04
H -4.040 -3.316 5.113 -0.27 -0.21 0.41
H -2.406 -3.200 4.582 0.27 0.13 0.22
H -3.222 -1.272 6.782 -0.14 -0.47 0.34
H -3.969 -1.023 5.285 0.41 0.41 -0.90
H -2.451 1.016 5.874 0.11 0.35 -0.21
H -0.688 0.955 5.478 -0.08 -0.36 0.07
H -1.384 0.263 7.038 0.48 0.59 0.16
C -6.224 0.443 -0.928 0.61 -0.33 -0.11
O -7.432 0.378 -0.247 -1.59 0.30 0.21
C -8.266 1.495 -0.469 -1.01 1.11 0.15
C -9.251 1.748 0.688 1.59 -0.47 -0.43
O -9.826 3.037 0.528 0.50 -0.93 0.74
C -10.707 3.258 1.605 -1.23 0.61 -0.47
H -5.799 -0.560 -0.919 0.03 0.02 -0.04
H -5.537 1.105 -0.401 0.19 0.24 -0.14
H -6.344 0.756 -1.966 0.02 0.10 -0.11
H -9.000 1.450 -1.274 0.46 -0.93 -0.94
H -7.721 2.405 -0.719 0.49 0.10 0.47
H -8.709 1.631 1.627 -0.05 0.33 0.35
H -9.948 0.912 0.622 -0.66 0.21 0.24
H -11.065 4.286 1.560 0.31 0.13 -0.02
H -10.325 3.066 2.607 0.47 -0.12 -0.10
H -11.608 2.664 1.453 -0.11 -0.37 0.20
C -1.271 6.360 -1.986 -0.81 -1.32 -0.13
O -0.856 4.947 -2.089 -0.23 1.55 -0.13
C -1.066 4.414 -3.400 2.15 0.88 0.13
C 0.256 4.399 -4.198 -1.15 -0.05 0.04
O 0.735 5.736 -4.402 1.16 -1.10 -0.91
C 1.903 5.653 -5.276 -0.37 -0.19 0.39
H -0.955 6.831 -1.055 0.51 -0.45 -0.11
H -2.360 6.337 -1.937 -0.25 0.13 -0.03
H -1.018 6.980 -2.846 0.51 -0.26 0.00
H -1.704 5.068 -3.994 -0.73 -0.38 0.21
H -1.343 3.366 -3.291 -0.62 0.17 -0.13
H 0.012 3.901 -5.136 -0.20 0.33 -0.68
H 0.931 3.650 -3.784 0.77 0.65 0.69
H 2.282 6.599 -5.662 -0.58 0.41 0.58
H 1.680 5.070 -6.170 -0.20 -0.26 0.02
H 2.725 5.176 -4.743 0.02 -0.13 0.07
O 7.461 0.236 7.655 -0.95 0.18 0.00
C 6.441 0.743 7.265 0.30 -1.09 0.80
O 5.193 0.238 7.582 0.18 0.37 -0.01
C 4.150 1.009 6.949 0.49 -0.72 -0.81
C 4.897 1.832 5.876 -0.33 0.63 0.27
C 6.363 1.924 6.344 -1.15 -0.49 0.65
H 3.507 1.537 7.654 0.90 0.69 0.50
H 3.373 0.391 6.499 0.55 -0.77 -0.27
H 4.303 2.745 5.862 0.64 0.42 -0.69
H 4.941 1.359 4.895 -0.65 -0.09 0.10
H 6.573 2.801 6.957 0.25 0.12 -0.31
H 7.137 1.683 5.616 -0.20 0.75 -0.24
O 4.850 -5.977 1.272 -2.59 -1.68 -0.88
C 3.897 -6.681 0.896 3.45 2.07 0.94
O 2.837 -6.887 1.661 -0.61 1.77 2.18
C 1.764 -7.557 1.071 1.54 -2.38 -1.44
C 2.537 -8.342 -0.017 0.43 -0.01 -2.45
C 3.845 -7.495 -0.351 -1.92 -0.22 0.82
H 0.986 -6.940 0.621 0.19 0.37 0.40
H 1.371 -8.321 1.741 -0.28 0.62 0.38
H 1.921 -8.355 -0.916 0.02 -0.32 -0.12
H 2.803 -9.380 0.181 -0.20 0.15 0.56
H 3.630 -6.841 -1.195 0.36 -0.03 -0.07
H 4.824 -7.969 -0.424 -0.40 -0.33 -0.34
C -5.363 2.432 -9.659 -0.98 0.06 1.07
C -4.262 2.256 -8.584 -0.72 -0.10 -1.29
O -3.923 0.886 -8.738 1.85 -2.92 0.29
C -3.332 0.065 -7.803 -0.90 2.78 0.98
O -3.291 0.311 -6.625 0.18 -0.40 -0.87
C -2.712 -1.203 -8.402 -0.39 -0.74 -0.62
F -3.476 -1.491 -9.507 1.45 -0.42 1.02
F -1.407 -1.009 -8.730 -1.40 -0.10 -0.07
F -2.737 -2.249 -7.529 -0.23 1.24 -1.12
H -5.975 3.283 -9.361 0.08 0.29 -0.35
H -6.049 1.588 -9.601 0.03 -0.15 0.31
H -5.138 2.471 -10.725 0.83 0.31 0.31
H -4.626 2.452 -7.575 0.08 0.12 -0.11
H -3.397 2.858 -8.863 0.12 0.03 0.46
```
Positions in Å, forces in eV/Å.